# C29H32BBr2F6NO12

3 unconnected molecules or ions with the total composition C29H32BBr2F6NO12 (ωB97M-V/def2-TZVPD, the OMol25 dataset).

Each atom is followed by the atoms it is bonded to, with distances in Å.
Cartesian coordinates (Å):
1 O 2.308 -2.605 -3.473  C2 1.174
2 C 1.695 -1.834 -2.834  O1 1.174, N3 1.234
3 N 1.116 -0.856 -2.352  C2 1.234, C4 1.429
4 C 1.764 -0.301 -1.206  N3 1.429, C5 1.323, C36 1.531
5 C 2.573 0.741 -1.312  C4 1.323, Br6 1.915, C7 1.532
6 Br 2.969 1.581 -2.987  C5 1.915
7 C 3.225 1.358 -0.071  C5 1.532, O8 1.199, C9 1.530
8 O 4.354 1.764 -0.077  C7 1.199
9 C 2.319 1.355 1.161  C7 1.530, C10 1.386, C35 1.413
10 C 2.292 2.386 2.087  C9 1.386, C11 1.525, C15 1.407
11 C 3.190 3.605 1.910  C10 1.525, B12 1.601, H38 1.103, H39 1.104
12 B 4.417 3.670 2.936  C11 1.601, O13 1.404, O14 1.386
13 O 4.616 4.881 3.618  B12 1.404, H40 0.964
14 O 5.272 2.599 3.152  B12 1.386, H41 0.963
15 C 1.411 2.256 3.177  C10 1.407, C16 1.536, C20 1.392
16 C 1.410 3.379 4.226  C15 1.536, C17 1.539, H42 1.101, H43 1.104
17 C 0.844 4.710 3.701  C16 1.539, O18 1.185, Br19 1.955
18 O 1.253 5.754 4.085  C17 1.185
19 Br -0.558 4.689 2.338  C17 1.955
20 C 0.559 1.164 3.321  C15 1.392, C21 1.528, C24 1.416
21 C -0.421 1.068 4.489  C20 1.528, C22 1.550, H44 1.094, H45 1.105
22 C 0.260 0.926 5.875  C21 1.550, F23 1.416, H46 1.098, H47 1.098
23 F -0.330 1.896 6.720  C22 1.416
24 C 0.582 0.129 2.356  C20 1.416, C25 1.535, C35 1.394
25 C -0.363 -1.078 2.450  C24 1.535, C26 1.567, H48 1.093, H49 1.104
26 C 0.122 -2.050 3.579  C25 1.567, C27 1.544, H50 1.103, H51 1.102
27 C 1.657 -2.198 3.660  C26 1.544, C28 1.534, H52 1.104, H53 1.099
28 C 2.122 -3.434 4.439  C27 1.534, F29 1.365, F30 1.356, C31 1.571
29 F 3.482 -3.485 4.341  C28 1.365
30 F 1.825 -3.254 5.750  C28 1.356
31 C 1.586 -4.802 3.883  C28 1.571, F32 1.346, F33 1.325, F34 1.339
32 F 2.612 -5.669 3.803  C31 1.346
33 F 1.070 -4.721 2.665  C31 1.325
34 F 0.728 -5.344 4.755  C31 1.339
35 C 1.470 0.232 1.286  C9 1.413, C24 1.394, C36 1.528
36 C 1.524 -0.846 0.204  C4 1.531, C35 1.528, O37 1.203
37 O 1.427 -2.026 0.415  C36 1.203
38 H 3.613 3.662 0.893  C11 1.103
39 H 2.602 4.533 2.026  C11 1.104
40 H 4.188 4.887 4.481  O13 0.964
41 H 5.084 2.136 3.976  O14 0.963
42 H 2.415 3.506 4.657  C16 1.101
43 H 0.769 3.107 5.082  C16 1.104
44 H -1.148 0.257 4.387  C21 1.094
45 H -1.010 2.003 4.473  C21 1.105
46 H 1.328 1.182 5.843  C22 1.098
47 H 0.055 -0.039 6.356  C22 1.098
48 H -0.506 -1.575 1.488  C25 1.093
49 H -1.362 -0.734 2.769  C25 1.104
50 H -0.241 -1.685 4.554  C26 1.103
51 H -0.398 -3.006 3.406  C26 1.102
52 H 2.079 -1.335 4.205  C27 1.104
53 H 2.156 -2.212 2.681  C27 1.099
54 C -0.331 -3.994 -5.780  C55 1.515, H61 1.091, H62 1.091, H63 1.090
55 C 0.085 -2.538 -5.750  C54 1.515, O56 1.435, H64 1.087, H65 1.092
56 O -0.213 -1.880 -6.989  C55 1.435, C57 1.331
57 C -1.494 -1.568 -7.173  O56 1.331, O58 1.204, O59 1.334
58 O -2.391 -1.780 -6.398  C57 1.204
59 O -1.617 -1.000 -8.374  C57 1.334, C60 1.428
60 C -2.966 -0.707 -8.744  O59 1.428, H66 1.089, H67 1.090, H68 1.087
61 H 0.118 -4.501 -6.635  C54 1.091
62 H -0.023 -4.500 -4.864  C54 1.091
63 H -1.412 -4.094 -5.879  C54 1.090
64 H 1.163 -2.473 -5.621  C55 1.087
65 H -0.377 -2.003 -4.916  C55 1.092
66 H -3.463 -0.109 -7.981  C60 1.089
67 H -3.514 -1.631 -8.921  C60 1.090
68 H -2.931 -0.136 -9.668  C60 1.087
69 C -2.475 0.039 -3.621  C70 1.513, H76 1.092, H77 1.090, H78 1.091
70 C -3.760 0.452 -4.305  C69 1.513, O71 1.436, H79 1.088, H80 1.091
71 O -4.901 0.230 -3.461  C70 1.436, C72 1.331
72 C -5.075 1.115 -2.482  O71 1.331, O73 1.204, O74 1.337
73 O -4.380 2.070 -2.252  C72 1.204
74 O -6.150 0.746 -1.777  C72 1.337, C75 1.427
75 C -6.395 1.556 -0.627  O74 1.427, H81 1.089, H82 1.090, H83 1.087
76 H -2.540 -0.995 -3.279  C69 1.092
77 H -1.630 0.135 -4.303  C69 1.090
78 H -2.278 0.655 -2.743  C69 1.091
79 H -3.911 -0.161 -5.191  C70 1.088
80 H -3.727 1.494 -4.629  C70 1.091
81 H -6.448 2.611 -0.891  C75 1.089
82 H -5.619 1.389 0.120  C75 1.090
83 H -7.353 1.250 -0.213  C75 1.087

Output
- HOMO energy (eV) = -9.8
- calculated total energy (a.u.) = -7854.09715
- 2S+1 = 1
- SMILES = O=C=NC1=C(Br)C(=O)c2c(CB(O)O)c(CC(=O)Br)c(CCF)c(CCCC(F)(F)C(F)(F)F)c2C1=O.CCOC(=O)OC.CCOC(=O)OC